Entry from OMol25: C15H33Ba2N2O13Sr2 as an isolated structure (wB97M-V/def2-TZVPD).

CARTESIAN COORDINATES (ANGSTROEM)
Sr (17.64520, -2.03587, -27.18468)
Sr (21.27615, -5.97182, -23.50785)
Ba (14.95382, -2.89897, -23.66301)
Ba (16.80365, -6.27479, -21.44018)
O (22.07910, -2.22965, -26.40507)
C (20.79760, -2.09057, -26.70194)
O (20.18839, -1.01842, -26.54908)
O (20.14678, -3.15238, -26.88143)
H (22.13285, -1.28081, -26.54079)
O (18.61706, -9.77537, -23.88526)
C (18.52289, -8.43384, -23.87393)
O (17.41380, -7.96804, -23.56806)
O (19.43811, -7.65773, -24.18771)
H (19.53928, -10.01556, -23.76940)
O (19.37068, -4.72349, -24.51957)
C (18.22266, -4.11711, -24.23880)
O (17.56745, -3.42741, -25.01743)
O (17.74223, -4.15886, -23.06436)
H (19.54119, -4.12525, -25.25076)
C (20.38638, -2.92811, -21.59394)
O (21.33247, -3.62181, -22.39179)
C (22.17416, -2.71654, -23.05224)
C (23.16886, -3.59932, -23.81693)
N (22.65055, -4.30947, -24.95170)
C (23.73339, -5.14285, -25.54892)
C (23.06439, -6.07782, -26.65764)
O (21.86747, -6.71266, -26.10531)
C (21.51307, -7.59320, -27.11068)
H (19.76180, -2.14543, -22.02454)
H (20.84043, -2.47852, -20.71088)
H (19.68536, -3.63546, -21.15085)
H (22.67579, -2.05292, -22.34791)
H (21.67272, -2.00785, -23.71134)
H (23.58525, -4.32285, -23.11605)
H (24.01013, -2.95542, -24.07336)
H (22.37287, -3.61701, -25.63250)
H (24.29326, -5.78283, -24.86695)
H (24.50792, -4.57865, -26.06843)
H (23.87054, -6.76119, -26.92450)
H (22.92379, -5.64731, -27.64910)
H (21.27843, -7.12835, -28.06826)
H (20.61681, -8.15984, -26.85822)
H (22.29332, -8.32261, -27.32814)
C (19.05109, 1.31133, -28.46806)
O (18.72169, 0.06307, -28.99661)
C (19.19895, -0.36833, -30.26711)
C (18.79535, -1.81873, -30.61746)
N (18.73762, -2.80754, -29.52748)
C (18.32421, -4.11451, -30.02271)
C (18.09582, -5.10502, -28.89028)
O (16.96989, -4.76768, -28.15980)
C (16.71237, -5.72806, -27.09554)
H (18.15043, 1.92345, -28.42079)
H (19.70634, 1.77290, -29.20677)
H (19.64312, 1.17138, -27.56362)
H (20.28892, -0.36102, -30.26988)
H (19.02889, 0.32164, -31.09362)
H (19.52020, -2.08278, -31.38750)
H (17.93216, -1.60017, -31.24614)
H (19.68164, -2.86104, -29.17242)
H (19.11115, -4.53552, -30.64848)
H (17.39289, -4.05820, -30.58624)
H (18.97979, -4.95860, -28.26959)
H (17.99111, -6.15040, -29.18065)
H (16.00087, -5.36793, -26.35246)
H (17.62158, -5.64067, -26.50073)
H (16.44946, -6.74925, -27.37148)

Output
Max |F|, Eh/bohr: 0.0920
Total energy, eV: -48699.27464
Total charge: +5

Entry from OMol25: a 4-piece molecular cluster, C15H33FO7S3 overall (wB97M-V/def2-TZVPD).

CARTESIAN COORDINATES (ANGSTROEM)
C (-1.11020, -0.62818, -1.76165)
C (-0.63845, 0.23819, -0.58111)
O (0.12626, 1.34861, -1.07215)
C (-1.78607, 0.80714, 0.24397)
C (-2.33662, -0.16125, 1.29708)
C (-1.27914, -0.40122, 2.38429)
C (-1.22481, -1.82738, 2.94321)
C (-0.25570, -2.70104, 2.17669)
F (-2.48315, -2.39761, 3.00866)
C (-3.64730, 0.26311, 1.90344)
O (-4.48526, 0.17024, 0.70840)
C (-4.08443, -1.01414, 0.15502)
O (-4.76847, -1.68429, -0.59900)
O (-2.82480, -1.32111, 0.56440)
H (-0.53795, -0.40351, -2.65051)
H (-0.97486, -1.67323, -1.51032)
H (-2.17231, -0.47795, -1.91682)
H (0.06617, -0.32481, 0.01758)
H (-0.23418, 1.60878, -1.91743)
H (-1.39183, 1.66912, 0.77891)
H (-2.56972, 1.15839, -0.41687)
H (-1.51387, 0.27316, 3.20011)
H (-0.30253, -0.16484, 1.98652)
H (-0.86845, -1.75232, 3.96840)
H (-0.39958, -3.75407, 2.38066)
H (-0.27611, -2.50156, 1.11127)
H (0.74403, -2.44996, 2.52202)
H (-3.99632, -0.58099, 2.48518)
H (-3.67850, 1.19933, 2.43289)
C (4.14367, 1.03749, -2.00687)
S (2.71570, 0.35597, -2.84127)
O (2.35052, -0.90851, -2.14497)
C (3.59314, -0.10931, -4.33991)
H (3.82947, 1.35390, -1.01382)
H (4.91798, 0.27556, -1.92632)
H (4.51527, 1.89160, -2.56718)
H (4.40154, -0.79695, -4.09105)
H (3.98889, 0.78775, -4.81632)
H (2.88291, -0.59925, -5.00301)
C (-7.16643, -1.69643, 3.92018)
S (-6.80813, 0.06101, 3.83172)
O (-5.48776, 0.26838, 4.48548)
C (-8.06021, 0.57398, 5.01425)
H (-6.45740, -2.21251, 3.27612)
H (-7.05135, -2.04128, 4.94771)
H (-8.18054, -1.87650, 3.56419)
H (-7.88735, 0.07629, 5.96838)
H (-9.04753, 0.32655, 4.62480)
H (-7.97629, 1.65103, 5.13973)
C (8.96608, 3.19007, -3.62671)
S (7.79248, 2.10907, -4.45068)
O (6.52520, 2.18012, -3.67399)
C (8.59441, 0.56922, -3.98999)
H (8.61999, 4.21320, -3.75387)
H (9.00725, 2.94333, -2.56602)
H (9.94732, 3.07572, -4.08681)
H (8.66096, 0.50239, -2.90419)
H (9.58645, 0.52998, -4.43924)
H (7.98794, -0.24847, -4.37316)

Output
Max |F|, Eh/bohr: 0.0476
Total energy, eV: -65643.45246

Entry from OMol25: a 6-piece molecular cluster, C15H33N3O12 overall (wB97M-V/def2-TZVPD).

CARTESIAN COORDINATES (ANGSTROEM)
C (-7.33425, 21.77225, -6.87500)
N (-7.22527, 22.39504, -5.49826)
O (-7.73037, 21.70058, -4.65232)
O (-6.80304, 23.53776, -5.32019)
H (-7.89816, 20.83998, -6.90611)
H (-6.27552, 21.66168, -7.10945)
H (-7.82315, 22.41650, -7.60578)
C (-10.42959, 20.63590, -2.82836)
N (-10.74094, 19.19324, -2.78510)
O (-10.26293, 18.50388, -3.65941)
O (-11.26559, 18.72133, -1.80581)
H (-9.82923, 20.75203, -3.73067)
H (-9.76889, 20.80227, -1.97754)
H (-11.30191, 21.28054, -2.93608)
C (-2.66329, 24.13858, -5.42203)
N (-2.70095, 22.61457, -5.78115)
O (-1.61791, 22.01697, -5.88300)
O (-3.79647, 22.16566, -6.16108)
H (-3.60929, 24.48446, -5.00545)
H (-2.59877, 24.55301, -6.42811)
H (-1.84163, 24.18645, -4.70741)
O (-4.52625, 19.77417, -1.17175)
C (-5.55106, 20.08148, -1.79281)
O (-5.98027, 21.34140, -1.97445)
C (-5.24926, 22.45724, -1.54144)
C (-4.25421, 22.89189, -2.58971)
C (-6.44230, 19.01617, -2.51048)
H (-4.91854, 22.36630, -0.50681)
H (-5.96587, 23.27259, -1.44259)
H (-4.68392, 23.11921, -3.56530)
H (-3.48787, 22.11677, -2.58435)
H (-3.76047, 23.77642, -2.18733)
H (-6.14010, 19.16260, -3.54746)
H (-7.49537, 19.29066, -2.44885)
H (-6.22236, 17.97679, -2.26670)
O (-4.15358, 20.36156, -8.98832)
C (-4.29448, 19.91412, -10.13206)
O (-5.42924, 19.63684, -10.81678)
C (-6.74802, 19.96228, -10.39649)
C (-7.81173, 19.75926, -11.53868)
C (-3.14214, 19.31075, -10.84733)
H (-6.69426, 20.97072, -9.98629)
H (-7.05457, 19.35969, -9.54150)
H (-7.58316, 20.49250, -12.31213)
H (-8.82779, 19.89930, -11.16974)
H (-7.74317, 18.75280, -11.95153)
H (-3.43673, 19.30449, -11.89675)
H (-2.85625, 18.31321, -10.51376)
H (-2.31488, 20.01836, -10.79222)
O (-6.52822, 24.57656, -9.93110)
C (-5.48563, 25.15254, -9.76958)
O (-5.10910, 26.24615, -10.42532)
C (-6.11971, 26.93504, -11.24460)
C (-5.22630, 27.85830, -12.16506)
C (-4.55441, 24.67620, -8.65709)
H (-6.87021, 27.49941, -10.69112)
H (-6.62245, 26.20052, -11.87375)
H (-5.12125, 27.30126, -13.09607)
H (-4.25422, 28.13279, -11.75543)
H (-5.75230, 28.79880, -12.32901)
H (-3.87667, 23.83903, -8.82418)
H (-5.15559, 24.31915, -7.82091)
H (-4.01792, 25.60879, -8.48230)

Output
Max |F|, Eh/bohr: 0.0791
Multiplicity: 2
Total energy, eV: -45111.09521
Total charge: +1